No. 1
The following is a quantum chemistry calculation of C16H12BCoF10N8O as an isolated structure, from the Open Molecules 2025 dataset.

The geometry in XYZ format:
```
49
C16H12BCoF10N8O ωB97M-V with the def2-TZVPD basis set
Co -0.9905 -0.1928 0.6400
C 0.1473 3.3458 2.3675
C -0.6619 2.2123 2.2800
N -0.2268 1.4388 1.2971
N 0.8232 2.0498 0.7097
C 1.0742 3.2048 1.3530
B 1.3792 1.3067 -0.5270
N 1.7589 -0.1304 -0.0694
C 2.8959 -0.8382 -0.1824
C 2.6596 -2.1169 0.2789
C 1.3164 -2.1172 0.6667
N 0.8026 -0.9115 0.4686
N 0.1606 1.1432 -1.4916
C -0.1240 1.6373 -2.7053
C -1.3906 1.2195 -3.0703
C -1.8431 0.4592 -1.9930
N -0.8960 0.4191 -1.0691
N 2.5412 1.9612 -1.2267
C 3.0939 1.5465 -2.3975
C 4.1287 2.3914 -2.6972
C 4.1341 3.3158 -1.6319
N 3.1819 3.0589 -0.7552
H 0.0626 4.1607 3.0648
H -1.5282 1.9184 2.8498
H 1.8867 3.8296 1.0297
H 3.7912 -0.3827 -0.5717
H 3.3555 -2.9358 0.3287
H 0.7056 -2.9086 1.0638
H 0.5903 2.2559 -3.2232
H -1.9149 1.4376 -3.9839
H -2.7760 -0.0547 -1.8280
H 2.7114 0.6833 -2.9207
H 4.7823 2.3528 -3.5518
H 4.7917 4.1566 -1.4725
F -2.8515 -4.8838 1.5162
C -2.3863 -4.0520 0.5731
F -1.1249 -4.4109 0.3095
F -3.0914 -4.2373 -0.5472
C -2.4594 -2.5525 1.0136
O -1.6346 -1.8746 0.1845
C -3.9784 -2.1082 0.9815
F -4.2652 -1.1707 1.8839
F -4.2843 -1.6526 -0.2323
F -4.7927 -3.1485 1.2468
C -1.9002 -2.4045 2.4584
F -0.8239 -3.1790 2.6519
F -1.4522 -1.1129 2.5933
F -2.7578 -2.6432 3.4390
F -2.6203 0.5143 0.8979
```

Properties
* ΔE to the lowest compared entry with this formula, charge and spin: 0.000 eV
* largest force on an atom: 0.928 eV/A
* LUMO level (spin up / spin down): -0.5 / -0.5 eV
* Kohn-Sham gap (spin up / spin down): 9.278 / 9.279 eV
* E: -96237.6076 eV

=====

No. 2
The following is a quantum chemistry calculation of one molecule with the formula C2H4ClN, from the Open Molecules 2025 dataset.

The geometry in XYZ format:
```
8
C2H4ClN ωB97M-V with the def2-TZVPD basis set
C 1.1261 -0.3037 0.7032
C -0.8797 0.3607 -0.3968
N 0.3761 0.5901 0.2856
Cl -0.9372 -0.8299 -1.6941
H 2.1488 0.1360 1.1601
H 0.9288 -1.3354 0.5871
H -1.0640 1.2057 -1.0356
H -1.6990 0.1764 0.3906
```

Properties
* ΔE to the lowest compared entry with this formula, charge and spin: 1.076 eV
* largest force on an atom: 3.666 eV/A
* structure (SMILES): C=NCCl
* LUMO level: 0.9 eV
* Kohn-Sham gap: 10.689 eV
* E: -16150.0017 eV

=====

No. 3
The following is a quantum chemistry calculation of one molecule with the formula C25H33F3N4O5, from the Open Molecules 2025 dataset.

The geometry in XYZ format:
```
70
C25H33F3N4O5 ωB97M-V with the def2-TZVPD basis set
C 1.0600 -2.7574 7.0517
C 1.8975 -1.4144 6.5982
C 1.2307 -0.4711 5.6407
C 0.8228 -1.0901 4.4238
C 0.1489 0.0815 3.6200
N -0.3809 -0.7651 2.3654
C -1.8046 -0.9114 2.1674
O -2.3360 -0.1193 2.8547
C -2.0300 -1.5417 0.9470
H -1.3294 -1.8097 0.2182
H -2.4069 -2.6099 1.2229
C -2.9893 -0.7667 0.1893
C -2.5656 0.5550 -0.4968
O -1.2908 0.3327 -1.0784
O -3.2216 1.5490 -0.6481
C -2.7819 2.4818 -1.2755
C -2.6560 2.4557 -2.7650
C -3.4896 1.6127 -3.4845
C -3.1683 1.5473 -4.9893
C -2.2105 1.9260 -5.5769
C -1.2112 2.8490 -4.7728
C -1.3839 2.7637 -3.4641
C -0.3067 3.6963 -2.8021
F -0.9415 4.5972 -2.0335
F 0.7922 4.4829 -3.5461
F 0.3548 3.0830 -1.9471
H -0.5812 3.3201 -5.2839
H -1.9342 1.8930 -6.6979
H -4.0649 0.7864 -5.3681
H -4.3283 1.2176 -3.0250
H -1.6573 2.8428 -0.8321
H -3.3733 3.5001 -1.0545
H -3.8842 -0.3774 0.7415
H -3.7282 -1.3235 -0.5604
C 0.6084 -1.3268 1.4854
C 1.4063 -0.6385 0.3355
N 1.1311 0.9307 0.4417
H 0.9851 1.0226 -0.5757
H 0.2763 1.0436 0.9464
N 2.2649 -1.2811 -0.3789
C 2.3622 -2.5038 -0.4251
O 3.2907 -3.2205 -1.0961
N 1.8774 -3.2254 0.7281
C 0.8145 -2.7295 1.6393
O 0.5232 -3.5459 2.3865
H 2.0649 -4.0430 0.5759
C 2.6265 -0.2756 -1.5123
H 3.5147 -0.7360 -1.8194
C 1.9352 -0.2226 -2.7104
C 2.3896 0.5155 -3.7102
C 1.5452 0.5664 -5.0654
H 1.8807 1.2803 -5.8114
H 1.6182 -0.3197 -5.6082
H 0.3048 0.7210 -4.8644
H 3.2225 0.3741 -4.1142
H 2.2812 1.4953 -3.5607
H 1.7131 -1.2315 -3.0077
H 0.8092 -0.0463 -2.3210
H 3.0591 0.6407 -1.1915
H -0.8300 0.2073 3.7935
H 0.9307 0.7741 3.2542
H 0.0831 -2.0229 4.4970
H 1.7880 -1.4732 3.9707
H 0.2058 -0.3734 6.4013
H 1.6717 0.3808 5.6684
H 2.7632 -1.8049 6.2086
H 2.1196 -0.9576 7.6444
H 0.9137 -3.4497 6.1148
H 0.1059 -2.5021 7.7053
H 1.4928 -3.6387 7.6369
```

Properties
* ΔE to the lowest compared entry with this formula, charge and spin: 24.048 eV
* largest force on an atom: 18.866 eV/A
* structure (SMILES): CCCCCN(C(=O)CCC(=O)OCc1ccccc1C(F)(F)F)c1c(N)n(CCCC)c(=O)[nH]c1=O
* LUMO level: -0.1 eV
* Kohn-Sham gap: 8.060 eV
* E: -50790.8100 eV

=====

No. 4
The following is a quantum chemistry calculation of a 2-piece molecular cluster, C5H14N2O overall, from the Open Molecules 2025 dataset.

The geometry in XYZ format:
```
22
C5H14N2O ωB97M-V with the def2-TZVPD basis set
C -2.3632 -0.5211 1.4726
C -1.6108 0.8886 1.0931
C -0.3410 0.8111 0.2569
C 0.6374 -0.1334 0.9498
N 2.5383 -1.1004 -1.1306
C 1.6318 -1.9151 -0.4327
N 0.7443 -1.4693 0.3687
H -1.9821 -0.9851 2.3696
H -3.4927 -0.3806 1.7963
H -2.1614 -1.2732 0.7019
H -2.3388 1.4901 0.5192
H -1.5043 1.4382 2.1058
H 0.0424 1.8722 0.2178
H -0.5625 0.5736 -0.8028
H 0.2394 -0.4781 1.9450
H 1.5771 0.2251 1.1572
H 2.6395 -0.1395 -1.0629
H 3.3468 -1.4914 -1.4278
H 1.6139 -2.9342 -0.7182
H -0.0272 1.3514 -3.5412
H 0.8573 2.1536 -2.4591
O 0.5159 2.0175 -3.3783
```

Properties
* ΔE to the lowest compared entry with this formula, charge and spin: 3.243 eV
* largest force on an atom: 7.503 eV/A
* structure (SMILES): CCCC/N=C\N.O
* LUMO level: 0.7 eV
* Kohn-Sham gap: 9.647 eV
* E: -10437.7852 eV

=====

No. 5
The following is a quantum chemistry calculation of a 2-piece molecular cluster, C7H14O2 overall, from the Open Molecules 2025 dataset.

The geometry in XYZ format:
```
23
C7H14O2 ωB97M-V with the def2-TZVPD basis set
O -2.0813 2.2043 -1.0769
C -0.8685 2.2872 -1.1220
C -0.0587 1.0953 -0.7290
C -0.4358 0.3216 0.5928
C 0.4124 -1.0154 0.7728
C 1.1225 -3.2274 -0.2497
C 0.3348 -2.1258 -0.2748
C -0.7897 -2.0739 -1.2918
H -0.3810 3.1981 -1.4716
H 1.0321 1.3391 -0.7524
H -0.2960 0.3642 -1.5652
H -1.5539 0.0249 0.6461
H -0.1338 0.9668 1.4670
H 0.2039 -1.2994 1.7937
H 1.4779 -0.7210 0.6374
H 1.0092 -4.0716 -0.7636
H 2.1125 -3.2855 0.2866
H -0.7606 -3.0083 -1.8846
H -1.8333 -2.0616 -1.0137
H -0.7685 -1.1989 -2.0236
H 2.5058 1.7325 2.2213
H 0.9915 1.8999 2.3687
O 1.8429 2.1145 2.8099
```

Properties
* ΔE to the lowest compared entry with this formula, charge and spin: 2.571 eV
* largest force on an atom: 5.332 eV/A
* structure (SMILES): C=C(C)CCCC=O.O
* LUMO level: 0.6 eV
* Kohn-Sham gap: 9.988 eV
* E: -11578.7372 eV

=====

No. 6
The following is a quantum chemistry calculation of C5H6N2 as an isolated structure, from the Open Molecules 2025 dataset.

The geometry in XYZ format:
```
13
C5H6N2 ωB97M-V with the def2-TZVPD basis set
N -1.3209 0.8103 -2.5587
C -1.0902 0.2541 -1.5713
C -0.7449 -0.4582 -0.3364
C 0.6843 -1.0123 -0.2028
C 0.8959 -0.2693 1.1393
C 0.5826 1.1466 0.8089
N -0.7166 0.4556 0.8600
H -1.5025 -1.2247 -0.1563
H 1.3774 -0.6956 -0.9883
H 0.7120 -2.0998 -0.1212
H -0.3485 -0.3037 1.7062
H 0.8252 1.5360 -0.1788
H 0.6709 1.8857 1.6017
```

Properties
* ΔE to the lowest compared entry with this formula, charge and spin: 5.019 eV
* largest force on an atom: 1.111 eV/A
* LUMO level: 0.6 eV
* Kohn-Sham gap: 9.786 eV
* E: -8257.3396 eV